# 1
Entry from the Open Molecules 2025 dataset: a structure of composition C25H33N3O3PV (wB97M-V/def2-TZVPD).

XYZ file:
```
66
Properties=species:S:1:pos:R:3:forces:R:3
V -0.333338 -0.721910 -1.382804 0.197 -0.115 0.471
C 0.744923 -3.615762 6.029552 -0.039 0.006 0.000
O -0.385431 -3.750118 5.190277 -0.007 -0.020 0.002
C -1.231968 -2.693070 5.092081 0.009 0.030 -0.008
C -2.328677 -2.873986 4.245301 0.071 0.009 0.066
C -3.232859 -1.855448 4.048068 -0.164 0.243 -0.075
C -3.069057 -0.634061 4.714572 0.728 0.150 -0.088
C -2.014444 -0.482191 5.595937 0.142 -0.092 0.007
C -1.074593 -1.491126 5.773421 -0.051 -0.063 0.000
N -3.969450 0.469951 4.645831 -0.708 -0.582 0.299
N -4.434946 0.874327 3.577034 0.250 1.184 0.019
C -3.845150 0.531918 2.330497 -0.099 -0.658 -0.489
C -4.653377 -0.092181 1.416080 0.143 -0.063 -0.127
C -4.169351 -0.588161 0.195573 -0.032 -0.006 0.075
C -2.841601 -0.431717 -0.156142 0.024 0.267 0.131
O -2.318498 -0.880263 -1.261637 0.205 0.126 -0.227
C -2.015772 0.344090 0.742939 -0.244 -0.130 -0.273
N -0.744298 0.580559 0.310800 -0.086 -0.086 -0.089
C 0.057327 1.310311 1.051466 0.191 0.012 -0.049
C -0.350175 1.885492 2.261356 -0.058 0.012 0.075
C -1.621892 1.657239 2.714069 0.023 -0.127 -0.011
C -2.500326 0.841772 1.965835 -0.209 0.004 0.409
H 1.293419 -4.549502 5.946755 0.008 0.004 -0.002
H 0.449389 -3.461901 7.070269 -0.002 0.011 0.020
H 1.383632 -2.789577 5.708029 0.010 0.008 -0.014
H -2.443666 -3.825539 3.742843 0.005 0.020 0.007
H -4.071701 -2.011700 3.381994 0.036 0.051 0.027
H -1.923447 0.452909 6.135355 0.011 -0.032 0.030
H -0.250743 -1.334656 6.453064 0.030 -0.006 0.007
H -5.689213 -0.255807 1.686044 -0.036 -0.011 -0.003
H -4.827895 -1.120152 -0.477404 0.014 0.006 -0.027
H 1.071438 1.457395 0.687247 -0.104 -0.032 -0.019
H 0.342218 2.498929 2.819955 -0.007 0.018 -0.001
H -1.956298 2.114850 3.633925 -0.073 -0.050 0.105
O 0.484722 -2.063604 -1.066423 0.096 -0.025 -0.208
C 3.420402 -0.526758 -0.979698 -0.074 0.016 0.090
C 3.096798 0.723834 -1.799661 0.075 -0.038 0.043
C 4.308446 1.078747 -2.671085 -0.096 -0.045 0.014
P 1.470649 0.528624 -2.680187 0.218 0.088 -0.019
C 1.899519 -0.436263 -4.222317 -0.132 0.242 -0.141
C 2.354797 0.376743 -5.435763 0.061 0.023 0.080
C 0.753532 -1.361569 -4.626373 -0.100 -0.055 -0.020
C 0.957149 2.296599 -2.970642 -0.362 -0.189 -0.207
C 1.745720 3.232565 -3.881547 0.059 0.049 0.092
C -0.526052 2.286622 -3.375047 0.146 -0.357 0.163
H 4.345402 -0.360173 -0.425111 0.030 -0.033 0.030
H 3.570703 -1.394466 -1.624850 -0.017 -0.010 -0.015
H 2.625154 -0.788497 -0.280140 0.029 0.007 -0.073
H 2.919584 1.554658 -1.102504 -0.026 -0.051 -0.063
H 4.545941 0.261720 -3.353934 -0.002 -0.011 -0.020
H 5.180269 1.222049 -2.030195 0.003 -0.003 0.022
H 4.179869 1.985325 -3.257669 -0.003 -0.042 0.010
H 2.725984 -1.069039 -3.886123 0.059 0.021 0.061
H 1.521041 0.938497 -5.860692 -0.012 -0.012 0.016
H 2.717941 -0.297732 -6.213968 -0.007 -0.020 0.015
H 3.152447 1.077786 -5.201235 0.033 0.027 -0.011
H -0.131341 -0.792348 -4.923344 -0.001 0.006 0.048
H 0.476808 -2.034613 -3.815997 -0.036 -0.008 0.037
H 1.047060 -1.970349 -5.485786 0.046 0.029 0.022
H 1.015203 2.681689 -1.944557 0.010 0.010 -0.004
H 1.662879 2.939423 -4.924083 0.013 -0.013 -0.062
H 2.800698 3.297809 -3.622310 -0.049 0.002 -0.011
H 1.329681 4.239106 -3.794732 -0.008 -0.004 0.008
H -0.654552 1.794327 -4.342181 -0.037 0.066 -0.026
H -0.924405 3.297171 -3.448332 -0.030 0.056 0.026
H -1.116227 1.721206 -2.641698 -0.061 0.189 -0.146
```
Forces are in eV/Å.

⟨S²⟩: 2.0215
Multiplicity: 3
LUMO energy (alpha / beta) in eV: -0.17 / -0.16
Gap between HOMO and LUMO (alpha / beta) in eV: 6.68 / 7.06
Charge: 0

These are the Löwdin partial charges, in e, on atoms 1 to 4: number 1, V, carries 0.66; number 2, C, carries -0.08; number 3, O, carries -0.08; number 4, C, carries -0.28


# 2
Entry from the Open Molecules 2025 dataset: a structure of composition HgO4P (wB97M-V/def2-TZVPD).

XYZ file:
```
6
Properties=species:S:1:pos:R:3:forces:R:3
Hg 2.021940 -0.865938 -0.570100 2.148 -0.398 -2.004
P -0.348146 0.131479 0.231922 -2.517 4.484 -0.816
O 0.779869 -0.560484 1.054247 -2.048 0.536 1.941
O -0.782034 1.644341 0.481723 2.389 -1.724 0.861
O -1.761291 -0.334834 0.069630 -1.262 -2.241 0.870
O 0.089662 -0.014564 -1.267423 1.289 -0.656 -0.852
```
Forces are in eV/Å.

LUMO energy in eV: 0.53
Gap between HOMO and LUMO in eV: 3.94
Charge: -1

These are the Löwdin partial charges, in e, on atoms 1 to 4: number 1, Hg, carries 0.84; number 2, P, carries -0.11; number 3, O, carries -0.61; number 4, O, carries -0.35


E_tot (eV)
-72049.5334, -21652.8625
Energy above the lowest of the compared OMol25 structures with the same formula, charge and spin (kJ/mol)
47.85, 78.62
Largest force on an atom (Eh/bohr)
0.0235, 0.1012